Entry from OMol25: a 12-piece molecular cluster, C24H43N15O3PS overall in a non-equilibrium geometry (ωB97M-V with the def2-TZVPD basis set).

Structure (ORCA input):
```
! RIJCOSX wB97M-V def2-TZVPD def2/J DEFGRID3
* xyz 1 1
N -2.5537 -1.1105 -2.2201
N -1.1398 -0.9560 -2.1652
S -0.6662 0.5621 -1.4467
C -0.5580 -1.2148 -3.3816
N -1.0319 -0.7808 -4.5877
N 0.5502 -2.0193 -3.3257
C 1.8636 -1.2943 -3.1849
P 3.1498 -2.3954 -2.4338
O 3.7242 -3.1753 -3.5235
O 4.1500 -1.4320 -1.6787
O 2.5344 -3.3267 -1.2843
H -2.9927 -0.4380 -1.5933
H -2.7532 -2.0329 -1.8402
H 0.2066 1.1615 -2.2859
H -1.7445 -1.3287 -5.0446
H -0.7248 0.0533 -5.0605
H 0.4149 -2.5744 -2.4801
H 2.2523 -1.0720 -4.1810
H 1.7844 -0.3636 -2.6171
H 3.9347 -1.4760 -0.7270
H 1.8940 -3.9367 -1.6778
C -0.5390 0.7454 3.2472
C -1.3833 -0.0578 2.3621
N -2.0623 -0.7281 1.7195
H 0.5052 0.6503 2.9522
H -0.8332 1.7917 3.1894
H -0.6523 0.3904 4.2712
C -2.6124 -2.4387 5.2782
C -1.3553 -1.9044 5.7991
N -0.3611 -1.4619 6.1702
H -2.6700 -2.2519 4.2072
H -2.6563 -3.5106 5.4566
H -3.4549 -1.9669 5.7672
C -6.4537 -1.0116 3.3050
C -5.8617 -1.9953 4.2076
N -5.3800 -2.7635 4.9139
H -6.2569 -0.0066 3.6749
H -6.0245 -1.1126 2.3075
H -7.5297 -1.1648 3.2487
C 7.3591 -0.3943 -1.5551
C 8.5848 0.3294 -1.2306
N 9.5446 0.9044 -0.9727
H 7.2605 -0.4968 -2.6339
H 7.3828 -1.3851 -1.1056
H 6.4971 0.1485 -1.1709
C -4.9660 2.1461 -0.5286
C -5.1650 0.7155 -0.3164
N -5.3241 -0.4088 -0.1352
H -4.5083 2.3149 -1.5044
H -5.9186 2.6545 -0.4901
H -4.3192 2.5484 0.2472
C -7.7054 5.5952 -0.0576
C -7.0546 4.5573 0.7379
N -6.5447 3.7393 1.3648
H -7.4982 6.5735 0.3712
H -7.3325 5.5707 -1.0799
H -8.7811 5.4358 -0.0696
C 5.0357 2.1114 1.4214
C 4.2102 1.0695 0.8231
N 3.5863 0.2576 0.3013
H 6.0760 1.9702 1.1296
H 4.6985 3.0884 1.0795
H 4.9520 2.0629 2.5036
C 2.3241 -1.4871 3.9623
C 2.7404 -0.1129 3.7071
N 3.0659 0.9731 3.5201
H 2.3213 -2.0504 3.0299
H 3.0129 -1.9561 4.6621
H 1.3227 -1.4928 4.3931
C 2.6245 -7.9293 -3.3168
C 2.9431 -6.5092 -3.1803
N 3.1983 -5.3889 -3.0918
H 2.6931 -8.2255 -4.3619
H 3.3254 -8.5224 -2.7326
H 1.6143 -8.1185 -2.9590
C 12.2229 3.0604 -0.0725
C 12.9364 3.1652 1.1975
N 13.4966 3.2487 2.1968
H 12.9291 3.1142 -0.8991
H 11.6876 2.1143 -0.1226
H 11.5076 3.8757 -0.1624
C -10.6081 4.3968 -3.1762
C -10.1641 5.7280 -2.7700
N -9.8143 6.7755 -2.4531
H -10.5387 4.2989 -4.2578
H -9.9824 3.6382 -2.7089
H -11.6412 4.2431 -2.8707
*
```

Properties
F_max = 0.048 hartree/bohr
Gap between HOMO and LUMO = 6.8938 eV
Electronic energy = -2726.5201 Ha
Molar mass = 652.75 g/mol

Entry from OMol25: a 2-piece molecular cluster, C12H18BrF3N2O4S overall in a non-equilibrium geometry (ωB97M-V with the def2-TZVPD basis set).

Structure (ORCA input):
```
! RIJCOSX wB97M-V def2-TZVPD def2/J DEFGRID3
* xyz 0 1
C 1.2146 -3.3840 0.6825
O 2.2863 -2.6851 0.0851
C 2.0084 -2.1037 -1.1633
C 1.5718 -0.6300 -1.0520
C 0.0747 -0.4652 -1.4032
C -0.7008 0.5507 -0.6163
C -0.0847 1.4890 0.2041
N -0.7599 2.3831 0.8925
N -2.0739 2.4774 0.9125
C -2.6948 1.5969 0.1731
C -2.0991 0.6121 -0.6342
C -2.9475 -0.3090 -1.4512
C -3.2998 -1.6375 -0.6981
C -2.7660 -2.8599 -1.4396
Br -3.9424 -4.3900 -1.2067
H 1.6045 -4.2816 1.1542
H 0.4638 -3.6994 -0.0457
H 0.7370 -2.7707 1.4498
H 1.2795 -2.6897 -1.7305
H 2.9328 -2.1395 -1.7366
H 2.1460 -0.0720 -1.7861
H 1.7857 -0.2800 -0.0490
H -0.0710 -0.3055 -2.4703
H -0.3985 -1.4243 -1.1900
H 0.9924 1.5339 0.3155
H -0.2003 3.0381 1.4422
H -3.7736 1.6521 0.1995
H -3.8488 0.2189 -1.7510
H -2.4082 -0.5297 -2.3687
H -2.8501 -1.5791 0.2882
H -4.3791 -1.6832 -0.6261
H -1.8119 -3.1610 -1.0248
H -2.6607 -2.7005 -2.5048
C 3.6020 3.8501 3.0929
F 3.6163 5.1028 3.5532
F 4.8550 3.4999 2.7980
F 3.1704 3.0526 4.0796
S 2.5264 3.7093 1.6139
O 3.1090 4.6129 0.6610
O 1.2052 4.0998 2.1001
O 2.5892 2.3007 1.2506
*
```

Properties
F_max = 0.022 hartree/bohr
Gap between HOMO and LUMO = 7.7340 eV
Electronic energy = -4150.2778 Ha
Molar mass = 423.25 g/mol

Entry from OMol25: the molecule C3H9NOS2 in a non-equilibrium geometry (ωB97M-V with the def2-TZVPD basis set).

Structure (ORCA input):
```
! RIJCOSX wB97M-V def2-TZVPD def2/J DEFGRID3
* xyz 0 1
N 0.2223 0.8414 -0.9631
C -0.4557 -0.3257 -0.3992
C -1.8983 -0.0263 -0.0060
O -2.4155 0.2405 -1.2896
C 0.3626 -0.7676 0.9096
S 2.1263 -1.2965 0.4262
S 3.4349 0.4404 0.7857
H 0.7904 0.5789 -1.7368
H 0.9550 1.1619 -0.3329
H -0.4499 -1.1075 -1.1319
H -2.1591 0.9590 0.6198
H -2.3413 -0.9274 0.4331
H -1.6343 0.5503 -1.7590
H 0.5813 -0.0933 1.6449
H -0.1260 -1.6466 1.2630
H 3.0073 1.4185 1.5363
*
```

Properties
F_max = 0.097 hartree/bohr
Gap between HOMO and LUMO = 8.2910 eV
Electronic energy = -1046.0003 Ha
Energy above the lowest of the compared OMol25 structures with the same formula, charge and spin = 2.320 eV
Molar mass = 139.25 g/mol
SMILES string = N[C@H](CO)CSS

Entry from OMol25: a 4-piece molecular cluster, C3H13NO3 overall in a non-equilibrium geometry (ωB97M-V with the def2-TZVPD basis set).

Structure (ORCA input):
```
! RIJCOSX wB97M-V def2-TZVPD def2/J DEFGRID3
* xyz 0 1
C 0.1146 0.5085 -2.1904
C 0.7540 0.9885 -1.0900
N 0.6507 0.4693 0.1708
C 1.5290 0.8983 1.2512
H -0.8826 0.0923 -2.1388
H 0.6096 0.2694 -3.1245
H 1.3692 1.8867 -1.1077
H 0.2520 -0.4502 0.2182
H 2.4515 0.3335 1.2208
H 1.8119 1.9311 1.0445
H 0.9850 0.9119 2.1810
H -2.4368 1.2875 0.8122
H -1.5207 1.4155 -0.3320
O -2.4646 1.5129 -0.1271
H -0.0439 -2.3223 2.4691
H 1.2270 -2.3154 1.6156
O 0.7536 -1.8130 2.2864
H -0.9598 -1.7428 -1.0745
H -2.4278 -1.6299 -1.2298
O -1.7718 -2.2318 -0.8551
*
```

Properties
F_max = 0.028 hartree/bohr
Gap between HOMO and LUMO = 8.3120 eV
Electronic energy = -402.5010 Ha
Energy above the lowest of the compared OMol25 structures with the same formula, charge and spin = 2.161 eV
Molar mass = 111.14 g/mol
SMILES string = C=CNC.O.O.O

- electronic energy of number 1 (C24H43N15O3PS)?
  -2726.5201 Ha